Record 1
63
Properties=species:S:1:pos:R:3:forces:R:3 method="wB97M-V/def2-TZVPD" e_homo_ev=-11.45 gap_ev=8.4 charge=+1 spin_multiplicity=1
C -3.1300 -1.5644 4.5881 -0.1562 0.7949 -0.3093
C -2.9745 -2.0234 3.1489 0.5955 -0.1766 0.3253
O -2.1115 -2.8136 2.8182 -0.7732 0.2569 0.0863
N -3.9316 -1.4900 2.2391 0.1770 -0.4477 -0.3345
C -4.2295 -2.3951 1.1212 -0.5476 -0.1130 0.3670
C -3.6032 -0.1367 1.8224 0.4455 0.1931 -0.1884
C -2.4767 -0.0453 0.7641 0.0706 0.4350 0.2076
C -2.2714 1.4508 0.4229 0.1634 -0.5767 0.7307
C -0.7969 1.8135 0.1427 -0.7679 0.0693 -0.3791
P -0.2917 1.6763 -1.5945 1.2772 -0.0143 -0.2888
C 0.1492 -0.0116 -2.1018 -0.4041 -0.4325 0.5485
C 0.8067 -0.8649 -0.9920 0.6632 -0.2220 -0.0945
C 1.7054 -1.9594 -1.6001 0.0720 -1.2514 0.4128
C 2.7911 -2.4084 -0.5853 -0.0780 0.7747 0.0479
C 0.8813 -3.2107 -2.0138 -0.0681 0.4613 -0.2810
C -1.4831 2.3880 -2.7912 -0.3110 0.0287 0.3783
C -2.7822 1.6013 -2.9347 -0.6463 -0.9802 -0.0712
O -2.8763 0.4409 -3.2040 0.4184 1.3014 0.2829
Br -4.4155 2.6454 -2.6064 0.5624 -0.1577 -0.1632
C 1.2431 2.6874 -1.7886 -0.2397 -0.2064 0.0169
C 2.3415 2.1796 -0.8804 -0.1847 0.0829 -0.5970
C 3.3610 1.4176 -1.4141 -0.4220 0.1778 -0.5655
C 4.3283 0.9274 -0.5848 1.1730 -1.0662 -0.6866
C 4.3448 1.1447 0.7694 0.3842 0.0649 1.4454
C 5.3947 0.5680 1.6979 -0.6688 -0.0596 -0.4459
C 3.3463 1.9357 1.3060 -0.1351 0.0046 -0.0584
C 2.3764 2.4244 0.4695 -1.2922 0.9657 0.6435
H -2.1660 -1.3829 5.0631 -0.0178 -0.3089 -0.0434
H -3.7067 -2.2961 5.1576 0.1803 -0.1313 -0.1437
H -3.7075 -0.6353 4.6274 0.0258 -0.1358 0.0017
H -3.3502 -2.8703 0.6791 -0.0336 0.2562 -0.1022
H -4.8295 -1.8428 0.3950 0.2417 -0.0624 -0.1099
H -4.8815 -3.1847 1.5059 0.1757 -0.0229 -0.0809
H -3.2360 0.4040 2.7032 -0.1870 0.0288 -0.0772
H -4.4692 0.4171 1.4395 -0.1686 -0.3421 0.1668
H -2.6790 -0.6387 -0.1323 -0.1176 0.0141 0.1091
H -1.5642 -0.4446 1.2239 -0.0635 -0.0088 -0.1437
H -2.5485 1.9937 1.3338 0.0570 0.1590 -0.1876
H -2.9746 1.7853 -0.3427 0.1788 0.0228 0.0024
H -0.5970 2.8413 0.4609 0.0239 -0.0264 -0.2524
H -0.1381 1.1674 0.7288 0.0560 0.0552 -0.1618
H 0.8089 0.0441 -2.9745 -0.0694 0.2753 0.0854
H -0.7572 -0.5365 -2.4210 0.0171 0.2616 -0.1339
H 0.0417 -1.3713 -0.3938 -0.0062 0.1994 -0.0135
H 1.4362 -0.2993 -0.2974 -0.2012 0.2926 -0.1861
H 2.2460 -1.6066 -2.4850 -0.2728 0.3048 0.0554
H 3.7063 -1.8368 -0.7625 0.0461 -0.2267 0.0676
H 2.9971 -3.4764 -0.6372 0.0897 0.1029 -0.1051
H 2.4917 -2.1663 0.4417 -0.0943 -0.2199 -0.0887
H 1.2591 -3.6117 -2.9571 -0.0593 -0.1192 0.1374
H 0.9507 -3.9918 -1.2551 -0.0904 0.0858 -0.0277
H -0.1801 -2.9782 -2.1578 0.1016 -0.0334 -0.0570
H -1.6873 3.4171 -2.4868 0.0098 -0.0784 -0.0988
H -0.9826 2.4026 -3.7661 -0.0229 -0.0683 0.0893
H 1.0049 3.7450 -1.6353 -0.0491 -0.1155 0.1099
H 1.5923 2.5760 -2.8203 -0.2739 0.0359 -0.0042
H 3.3841 1.2182 -2.4808 0.1093 -0.0566 0.0491
H 5.1054 0.3089 -1.0271 0.0412 0.0909 0.0883
H 5.2577 0.9848 2.6954 0.3166 0.1218 -0.0918
H 5.2143 -0.5069 1.8005 0.3453 0.0241 -0.1500
H 6.3847 0.7737 1.2916 0.0760 -0.2027 0.2949
H 3.2885 2.1864 2.3579 0.2028 -0.1300 0.0025
H 1.5897 3.0339 0.9087 0.1257 0.0508 -0.0297

***

Record 2
80
Properties=species:S:1:pos:R:3:forces:R:3 method="wB97M-V/def2-TZVPD" e_homo_ev=-9.99 gap_ev=10.3 spin_multiplicity=1
C -1.4062 -2.1900 6.9312 0.0678 0.0035 0.0933
C -1.0960 -0.8482 6.3005 -0.0640 -0.3769 0.3570
O -0.8655 -0.9635 4.8887 0.4150 0.5440 0.0833
C -1.7647 -0.3560 4.0819 0.4050 -0.0925 -0.1207
O -2.9323 -0.3341 4.3266 -0.8458 0.2721 0.2823
C -1.1475 0.2116 2.8381 -0.0908 -0.4715 -0.1357
C -1.3599 -0.8077 1.6945 0.1831 0.4078 0.0632
C -0.2993 -0.6973 0.5959 0.0157 -0.4695 0.2592
Si -0.5955 -1.9190 -0.7939 0.0637 0.7387 0.3076
C 1.0472 -2.4346 -1.5393 -0.1842 0.0387 -0.3719
C 1.9673 -1.2251 -1.7846 0.2454 -0.0485 0.2677
C 3.4642 -1.5760 -1.6208 -0.2947 0.3769 -0.2154
C 4.2693 -0.9054 -2.7254 -0.0767 -0.4295 -0.5139
S 6.0125 -1.3169 -2.6135 0.7927 -0.1877 1.7134
O 6.8232 -0.1437 -2.5306 -0.2619 0.2894 -0.6822
O 6.1917 -2.2852 -1.5730 -0.3035 -0.1417 -0.2364
Cl 6.4695 -2.3191 -4.3208 -0.1796 0.1681 -0.3247
O -1.4321 -3.1953 -0.1336 0.5656 -0.1503 -0.5931
Si -1.5452 -4.6986 -0.7535 -0.4455 -0.3965 0.5201
C -2.2599 -4.8186 -2.4842 -0.8265 0.2481 0.2737
C -3.6463 -4.1647 -2.5547 0.2754 -0.3926 -0.9449
C -3.7919 -2.9509 -3.3766 0.1530 0.7422 2.1905
O -3.7787 -2.9529 -1.8835 0.2464 0.0770 -0.1763
N 0.0271 -5.4975 -0.7441 -0.2160 0.2599 -0.3818
C 0.4986 -5.9070 -1.7819 0.1674 -0.3552 -0.3194
O 0.9544 -6.3298 -2.7708 0.0179 0.1938 0.3996
H -1.1131 -2.1790 7.9805 -0.0731 0.0310 0.0847
H -2.4638 -2.4327 6.8741 -0.0498 -0.0668 -0.1318
H -0.8262 -2.9735 6.4481 0.0050 -0.0517 -0.0678
H -0.1786 -0.4427 6.7241 0.1341 -0.0033 -0.1211
H -1.8954 -0.1381 6.4975 -0.0919 0.0391 -0.1504
H -0.0863 0.3849 2.9979 0.0758 -0.0040 0.0056
H -1.6435 1.1513 2.6298 -0.0008 0.0549 -0.0531
H -2.3484 -0.6722 1.2592 -0.1626 -0.0751 0.1610
H -1.3260 -1.7962 2.1493 -0.0373 -0.2036 -0.2540
H 0.6714 -0.9415 1.0419 0.1087 0.1128 -0.0161
H -0.2312 0.3222 0.2140 -0.0155 0.0622 -0.0575
H -1.3789 -1.2357 -1.8530 -0.1059 -0.1923 -0.0411
H 1.5410 -3.1878 -0.9257 -0.0052 0.0400 0.1973
H 0.8612 -2.9057 -2.5103 0.0236 -0.2176 0.0386
H 1.7489 -0.4185 -1.0845 -0.0737 0.1177 -0.0532
H 1.7886 -0.8224 -2.7816 -0.0983 0.0201 -0.0482
H 3.8117 -1.2194 -0.6547 0.1054 -0.2340 0.1330
H 3.5979 -2.6518 -1.6807 0.1466 -0.0645 0.0773
H 3.9341 -1.2869 -3.6887 0.0034 0.1386 -0.1161
H 4.1980 0.1789 -2.7263 0.1099 0.0836 0.0378
H -2.4015 -5.4794 0.1500 -0.0079 0.0299 0.0344
H -2.4264 -5.8821 -2.6690 0.4108 -0.0899 -0.2279
H -1.6363 -4.3797 -3.2619 0.2568 -0.1993 -0.0133
H -4.4789 -4.8580 -2.5560 -0.2027 0.0253 0.4465
H -2.8633 -2.5398 -3.7497 -0.1661 0.2021 -0.4040
H -4.7357 -2.4661 -3.5659 -0.1148 -0.4693 -1.1298
C -6.4425 4.4010 -0.4561 0.1311 -0.1337 -0.1145
C -5.5504 4.5558 0.7545 -0.2815 0.2001 0.0823
O -4.4616 3.6058 0.7321 -0.0068 -0.0038 0.0294
C -3.4314 3.9192 -0.0322 -0.0043 -0.0446 0.0877
O -3.2856 4.8949 -0.7044 0.0008 0.0545 -0.0491
C -2.3555 2.8200 0.0900 0.1159 -0.1810 -0.1228
F -2.8855 1.5956 0.0008 -0.0909 -0.0200 -0.0344
F -1.7352 2.9053 1.2755 0.0008 0.2294 0.0290
F -1.4427 2.9450 -0.8638 0.0354 0.0671 -0.0523
H -6.8077 3.3766 -0.5301 -0.0557 0.0141 0.0452
H -7.2959 5.0729 -0.3743 -0.0089 0.0066 0.0207
H -5.9038 4.6366 -1.3729 0.0015 0.0627 0.0163
H -6.0912 4.3331 1.6708 0.0603 -0.0987 0.0190
H -5.1465 5.5641 0.8335 0.1039 -0.0277 -0.0754
C 5.8374 2.3359 -0.5362 -0.0773 0.0564 -0.1970
C 5.2169 3.2725 0.4729 0.1848 -0.2700 0.2144
O 4.7384 4.4829 -0.1564 -0.0510 0.0141 0.0309
C 3.5745 4.3844 -0.7730 0.0315 0.0553 0.0089
O 2.8801 3.4156 -0.8693 -0.0345 -0.0508 -0.0169
C 3.1768 5.7596 -1.3556 0.0224 -0.1444 0.0126
F 4.2037 6.3322 -1.9876 0.0223 0.0588 -0.0372
F 2.7870 6.5700 -0.3642 -0.0162 0.0653 0.0285
F 2.1736 5.6245 -2.2121 -0.0556 0.0308 -0.0374
H 6.6352 2.8274 -1.0921 0.0601 -0.0034 0.0754
H 6.2508 1.4606 -0.0369 0.0153 0.0020 0.0128
H 5.0943 2.0011 -1.2587 -0.0211 -0.0482 0.0428
H 5.9480 3.6054 1.2055 0.0068 0.1350 -0.0610
H 4.3948 2.7995 1.0087 -0.0883 0.0406 -0.0828

***

Record 3
70
Properties=species:S:1:pos:R:3:forces:R:3 method="wB97M-V/def2-TZVPD" e_homo_ev="-12.82 / -12.82" gap_ev="6.6 / 6.8" charge=+2 spin_multiplicity=4 s2=3.782
Cr 0.1061 -0.2897 0.0557 0.2558 0.0856 -0.0708
C -0.1379 -2.7120 4.9730 0.2690 -0.5868 0.6482
N -0.4097 -1.7498 3.9382 0.1127 0.2485 -1.1003
C -1.1916 -0.6467 4.0401 -0.2057 0.5327 -0.1767
C -1.1158 0.0101 2.8433 -0.2840 0.1736 0.3060
N -0.2951 -0.6821 2.0103 -0.2119 -0.5019 0.1583
C 0.1120 -1.7568 2.6911 0.2978 -0.2241 -0.0207
P 1.3674 -2.9401 2.0793 -0.2594 0.5425 -0.2813
C 0.6506 -3.2017 0.4130 0.2168 -0.0522 0.2701
N 0.3288 -2.2242 -0.4393 -0.3098 -0.6342 0.2344
C 0.0598 -2.8199 -1.6284 -0.1072 -0.2254 -0.3902
C 0.2233 -4.1711 -1.4952 -0.1203 0.3357 -0.4681
N 0.5972 -4.3990 -0.2130 -0.1939 1.0458 0.0994
C 0.8645 -5.6795 0.3825 0.2948 -0.7864 0.4728
C 2.4500 -1.5924 1.4786 -0.0193 -0.1783 0.1186
N 2.0594 -0.6062 0.6607 0.8797 -0.1910 0.4609
C 3.1848 0.1056 0.3852 0.3786 0.1883 -0.0988
C 4.2452 -0.4322 1.0542 -0.0473 0.3482 -0.2627
N 3.7721 -1.5011 1.7386 -0.7669 0.2894 -0.3776
C 4.5470 -2.3514 2.6011 0.3980 -0.6536 0.4929
H -0.8624 -2.5939 5.7762 0.0211 -0.0099 -0.0882
H 0.8653 -2.5654 5.3803 -0.1289 0.0490 -0.0085
H -0.2041 -3.7260 4.5787 -0.0885 0.0884 0.0324
H -1.7409 -0.4042 4.9249 -0.0974 0.0240 0.2561
H -1.5886 0.9229 2.5377 -0.1656 0.1544 -0.0103
H -0.2181 -2.2480 -2.4934 -0.1029 -0.0228 -0.1257
H 0.1014 -4.9574 -2.2106 -0.0275 -0.2038 -0.1238
H 0.5226 -6.4690 -0.2828 -0.0288 0.0818 0.0309
H 0.3429 -5.7636 1.3361 -0.0152 -0.0522 -0.1215
H 1.9335 -5.8108 0.5575 -0.0545 0.0125 -0.0669
H 3.1841 0.9306 -0.2948 -0.0376 0.1512 -0.0949
H 5.2701 -0.1318 1.0955 0.2786 0.0444 -0.0023
H 5.5671 -1.9740 2.6417 -0.0955 -0.0350 0.0143
H 4.5660 -3.3740 2.2199 0.0346 0.1005 0.0036
H 4.1298 -2.3607 3.6088 0.0717 0.0567 -0.0642
C -0.7826 4.8508 -1.9575 0.2315 0.1948 -0.3519
C -0.9052 5.1666 -0.4667 -0.0331 -0.4256 0.1258
S -1.0835 3.6992 0.6098 0.1475 0.1711 0.4762
C 0.6235 3.2808 1.1223 -0.6185 0.2688 -0.3118
C 1.5497 3.1579 -0.0611 -0.0164 -0.2109 -0.1296
S 0.7834 2.0531 -1.3085 0.6214 0.2535 -0.0729
C 1.8361 2.4711 -2.7571 -0.1456 -0.2824 0.1360
C 1.2393 3.6185 -3.5613 -0.0537 0.3812 0.4646
S 0.9142 5.1370 -2.6019 -0.1773 -0.0435 -0.3173
H -1.4298 5.5139 -2.5297 -0.0572 -0.0063 0.0573
H -1.0644 3.8208 -2.1730 -0.0389 0.1285 0.0302
H -1.8241 5.7229 -0.2844 0.0671 0.0535 0.0479
H -0.0693 5.7660 -0.1121 -0.0230 0.1337 0.0816
H 0.5231 2.3221 1.6471 0.0331 0.1532 0.1339
H 0.9779 4.0436 1.8149 0.1310 -0.1431 0.0737
H 2.5212 2.7676 0.2392 0.0611 0.0463 0.0100
H 1.6875 4.1256 -0.5440 0.0359 -0.1482 0.0292
H 1.8804 1.5838 -3.3887 0.1305 -0.0765 0.0696
H 2.8333 2.7120 -2.3944 0.0722 -0.0330 -0.0559
H 0.3112 3.3250 -4.0460 0.0075 -0.0585 -0.1041
H 1.9550 3.9249 -4.3234 -0.0373 -0.0907 -0.1098
C -2.8047 0.6323 -2.5116 0.2198 -0.0543 0.4468
C -2.6815 0.2632 -1.0228 -2.0369 -0.3968 -0.3359
C -3.1843 -1.1665 -0.7652 0.1350 0.3902 -0.1469
C -3.4920 1.2652 -0.1853 0.3991 -0.1434 -0.1992
O -1.3520 0.3065 -0.6575 1.2458 0.2243 0.3512
H -3.8111 0.4289 -2.8664 -0.0750 -0.0456 -0.0391
H -2.0926 0.0539 -3.0977 0.0039 -0.0729 -0.1180
H -2.6019 1.6921 -2.6554 0.0778 0.0646 -0.0173
H -4.2488 -1.2452 -0.9666 -0.0814 -0.0704 -0.0053
H -2.9956 -1.4264 0.2767 -0.0670 -0.0605 0.0903
H -2.6465 -1.8650 -1.4049 -0.0348 -0.1210 -0.0611
H -4.5095 1.3186 -0.5573 -0.1689 -0.0896 -0.0089
H -3.0466 2.2541 -0.2556 -0.0452 -0.0577 -0.0258
H -3.5107 0.9648 0.8601 -0.0508 -0.0283 0.1410

***

Calculated values (Ha) of E for the records, taken in order: -3980.2848, -3778.9920, -3843.6355.